No. 1
ORCA calculation (ωB97M-V/def2-TZVPD) on a 7-piece molecular cluster, C24H60N2O7 overall in a non-equilibrium geometry.

The geometry in XYZ format:
```
93
Properties=species:S:1:pos:R:3:mulliken_charge:R:1
C 0.82 1.92 -4.12 -1.73
C -0.26 1.78 -3.08 2.26
C 0.26 2.17 -1.69 -2.55
C -1.40 2.77 -3.35 -1.10
C -2.54 2.29 -4.26 -0.78
C -3.00 0.89 -3.88 -1.16
C -1.87 -0.10 -3.79 1.65
C -2.38 -1.41 -3.19 -1.97
C -1.38 -0.43 -5.21 -1.76
N -0.80 0.41 -2.93 0.76
O 0.29 -0.54 -2.91 -0.50
H 1.66 1.24 -3.98 0.27
H 0.44 1.81 -5.14 0.33
H 1.29 2.90 -4.00 0.47
H 1.17 1.65 -1.39 0.18
H 0.52 3.24 -1.62 0.50
H -0.49 1.97 -0.93 0.44
H -1.86 3.14 -2.43 0.34
H -0.99 3.65 -3.85 0.34
H -3.39 2.95 -4.04 0.41
H -2.31 2.38 -5.32 0.39
H -3.75 0.54 -4.60 0.44
H -3.53 0.91 -2.91 0.32
H -1.70 -2.22 -3.41 0.33
H -3.37 -1.62 -3.61 0.48
H -2.58 -1.30 -2.11 0.28
H -0.53 -1.11 -5.20 0.26
H -1.06 0.48 -5.72 0.38
H -2.21 -0.82 -5.81 0.46
H 0.19 -1.00 -2.07 0.14
C 3.53 -0.79 -0.44 -1.97
C 2.76 -1.82 0.36 1.95
C 3.67 -2.32 1.50 -1.99
C 1.53 -1.13 0.94 0.43
C 0.50 -2.10 1.51 -0.32
C 0.17 -3.23 0.53 -1.21
C 1.38 -3.90 -0.12 1.55
C 1.93 -5.02 0.76 -1.74
C 0.84 -4.60 -1.37 -1.99
N 2.31 -2.87 -0.55 1.03
O 3.43 -3.47 -1.24 -0.61
H 4.40 -1.24 -0.93 0.48
H 2.94 -0.37 -1.26 0.22
H 3.92 0.01 0.20 0.37
H 4.56 -2.84 1.11 0.34
H 4.06 -1.45 2.03 0.47
H 3.17 -2.97 2.20 0.31
H 1.83 -0.47 1.76 -0.23
H 1.09 -0.51 0.17 -0.65
H 0.90 -2.53 2.43 0.33
H -0.45 -1.60 1.72 -0.13
H -0.56 -2.94 -0.24 0.32
H -0.32 -4.03 1.10 0.41
H 1.15 -5.75 0.94 0.47
H 2.32 -4.70 1.73 0.29
H 2.73 -5.55 0.24 0.37
H 0.00 -5.28 -1.20 0.38
H 1.64 -5.21 -1.80 0.46
H 0.59 -3.84 -2.12 0.27
H 3.26 -3.23 -2.16 0.32
C 1.81 4.37 1.52 -1.06
C 0.40 4.68 1.96 -0.16
O -0.52 4.02 1.05 -0.36
H 2.07 3.34 1.71 0.15
H 2.53 5.04 2.00 0.40
H 1.93 4.70 0.48 0.30
H 0.19 5.76 1.90 0.38
H 0.21 4.36 3.00 0.20
H -1.42 4.29 1.26 0.21
C -4.39 -0.58 2.94 -0.90
C -4.25 -0.31 1.46 -0.17
O -3.16 -1.07 0.91 -0.47
H -3.55 -0.07 3.44 0.09
H -4.37 -1.64 3.18 0.27
H -5.28 -0.10 3.35 0.37
H -4.01 0.75 1.31 0.13
H -5.14 -0.61 0.91 0.36
H -2.34 -0.78 1.33 0.29
C 1.96 1.19 5.94 -1.46
C 1.43 0.99 4.57 0.87
O 0.48 -0.08 4.48 -0.61
H 1.12 1.41 6.62 0.33
H 2.62 2.05 6.07 0.37
H 2.47 0.32 6.35 0.34
H 2.26 0.72 3.88 0.04
H 1.10 1.95 4.13 -0.19
H 0.26 -0.12 3.53 0.13
O -0.75 1.23 1.93 0.28
H -0.76 1.98 1.30 -0.02
H -1.16 1.58 2.75 0.13
O -1.80 2.56 4.25 -0.53
H -2.20 1.88 4.80 0.25
H -2.28 3.37 4.46 0.25
```

The orbital gap is 8.10 eV. Its HOMO energy is -8.128 eV. Its multiplicity is 1. Its total energy is -1586.519041 Eh.

No. 2
ORCA calculation (ωB97M-V/def2-TZVPD) on a 6-piece molecular cluster, C24H60O12 overall in a non-equilibrium geometry.

The geometry in XYZ format:
```
96
Properties=species:S:1:pos:R:3:mulliken_charge:R:1
C -0.64 0.11 -2.92 -0.32
O -0.16 0.51 -1.63 -0.38
C -0.64 -0.35 -0.61 -0.36
C 0.12 -0.12 0.78 0.08
O 1.52 -0.59 0.85 -0.36
C 2.41 0.18 0.08 -0.32
H -0.51 0.90 -3.66 0.22
H -1.72 0.05 -2.84 -0.02
H -0.14 -0.80 -3.25 0.35
H -0.44 -1.39 -0.89 0.45
H -1.73 -0.31 -0.61 0.19
H -0.41 -0.66 1.57 0.40
H 0.10 0.95 1.01 -0.39
H 2.43 1.23 0.40 0.12
H 2.24 -0.02 -0.98 0.21
H 3.42 -0.18 0.28 0.14
C 2.01 2.41 7.33 -0.80
O 0.61 2.24 7.28 -0.33
C 0.14 0.99 7.70 -0.55
C 0.30 -0.22 6.71 -0.45
O -0.33 -0.19 5.46 -0.35
C 0.33 0.64 4.52 -0.43
H 2.68 1.62 7.00 0.33
H 2.39 2.70 8.31 0.35
H 2.25 3.15 6.57 0.26
H -0.94 1.08 7.77 0.28
H 0.49 0.88 8.73 0.40
H -0.18 -1.01 7.28 0.32
H 1.37 -0.43 6.70 0.35
H -0.29 0.83 3.64 0.11
H 1.23 0.29 4.02 0.29
H 0.71 1.58 4.92 0.23
C -2.08 1.86 -5.82 -1.09
O -2.68 1.61 -4.57 -0.08
C -4.07 1.91 -4.47 -0.64
C -4.45 1.32 -3.13 -0.60
O -4.42 -0.12 -3.13 -0.19
C -4.78 -0.68 -1.85 -0.84
H -1.64 2.85 -5.85 0.29
H -2.75 1.73 -6.67 0.42
H -1.29 1.14 -6.04 0.33
H -4.62 1.40 -5.26 0.33
H -4.35 2.95 -4.61 0.45
H -5.49 1.63 -3.01 0.52
H -3.98 1.82 -2.28 0.25
H -4.21 -0.31 -1.00 0.26
H -4.67 -1.77 -1.83 0.24
H -5.84 -0.64 -1.58 0.36
C -3.25 -1.33 -6.25 -0.43
O -2.29 -2.42 -6.14 -0.46
C -2.17 -3.04 -4.85 0.04
C -3.34 -3.85 -4.33 -0.34
O -3.46 -5.05 -5.12 -0.36
C -2.33 -5.96 -5.30 -0.68
H -3.13 -0.71 -5.36 -0.02
H -4.31 -1.58 -6.16 0.34
H -3.06 -0.69 -7.10 0.35
H -2.03 -2.26 -4.10 -0.29
H -1.29 -3.67 -4.79 0.49
H -4.20 -3.23 -4.58 0.21
H -3.20 -3.95 -3.25 0.30
H -2.48 -6.52 -6.23 0.29
H -2.10 -6.62 -4.47 0.29
H -1.39 -5.43 -5.48 0.28
C -1.70 6.30 2.03 -0.45
O -2.30 5.49 1.05 -0.40
C -1.38 4.93 0.08 -0.79
C -0.79 3.60 0.56 -0.34
O -0.06 3.57 1.80 -0.25
C 1.15 4.33 1.90 -0.94
H -1.12 7.09 1.55 0.27
H -1.12 5.64 2.67 0.12
H -2.42 6.79 2.68 0.26
H -0.51 5.55 -0.15 0.43
H -1.82 4.55 -0.84 0.45
H -0.23 3.20 -0.28 0.38
H -1.62 2.90 0.65 0.25
H 0.83 5.34 1.65 0.41
H 1.94 4.06 1.20 0.33
H 1.47 4.48 2.93 0.28
C 6.75 -5.03 3.58 -0.71
O 5.78 -4.23 2.96 -0.32
C 6.21 -2.86 2.85 -0.76
C 5.27 -1.93 2.03 -0.33
O 5.53 -2.05 0.55 -0.39
C 5.55 -3.37 0.08 -0.60
H 7.54 -5.15 2.83 0.29
H 6.54 -6.04 3.92 0.26
H 7.18 -4.45 4.39 0.29
H 7.18 -2.75 2.36 0.39
H 6.34 -2.49 3.87 0.52
H 5.58 -0.90 2.16 0.29
H 4.21 -1.98 2.26 0.29
H 4.69 -3.98 0.36 0.28
H 6.49 -3.83 0.38 0.23
H 5.61 -3.24 -1.00 0.26
```

The orbital gap is 9.80 eV. Its HOMO energy is -9.185 eV. Its multiplicity is 1. Its total energy is -1852.905095 Eh.

No. 3
ORCA calculation (ωB97M-V/def2-TZVPD) on a 10-piece molecular cluster, C24H60O9 overall in a non-equilibrium geometry.

The geometry in XYZ format:
```
93
Properties=species:S:1:pos:R:3:mulliken_charge:R:1
C -1.33 -4.21 0.18 -0.03
C -1.62 -3.22 1.17 -0.46
C -1.15 -3.34 2.44 -0.23
C -0.42 -4.43 2.82 -0.47
C -0.06 -5.38 1.85 -0.45
C -0.56 -5.31 0.55 -0.47
H -1.78 -4.01 -0.83 0.12
H -2.28 -2.44 0.92 0.53
H -1.27 -2.44 3.06 0.29
H -0.05 -4.48 3.84 0.41
H 0.43 -6.29 2.21 0.35
H -0.22 -6.07 -0.14 0.35
C 2.01 2.49 5.06 -0.98
C 2.12 1.02 4.52 -0.26
O 1.42 0.83 3.26 -0.11
H 0.99 2.88 5.03 0.25
H 2.60 3.10 4.35 0.20
H 2.41 2.68 6.10 0.34
H 1.79 0.39 5.34 0.32
H 3.23 0.70 4.37 0.27
H 1.81 1.43 2.64 0.14
C -3.23 1.10 2.70 -1.44
C -2.52 1.11 1.40 0.13
O -1.43 0.14 1.48 -0.12
H -4.07 1.72 2.82 0.46
H -2.58 1.24 3.57 0.30
H -3.65 0.08 2.85 0.28
H -2.03 2.13 1.19 -0.01
H -2.98 0.76 0.49 0.31
H -0.84 0.47 2.21 0.01
C 5.95 1.51 -0.53 -1.17
C 5.41 0.13 -0.46 0.36
O 6.21 -0.71 0.43 -0.55
H 6.28 1.83 0.45 0.37
H 5.24 2.23 -0.95 0.28
H 6.90 1.56 -1.09 0.38
H 5.38 -0.33 -1.43 0.21
H 4.44 0.08 0.04 -0.14
H 7.14 -0.63 0.16 0.28
C 1.86 4.89 -0.04 -0.94
C 1.30 4.11 1.16 -0.39
O 1.67 2.76 1.23 -0.44
H 1.43 4.42 -0.93 0.06
H 2.91 4.79 -0.05 0.32
H 1.56 5.95 0.03 0.37
H 0.22 4.18 0.99 0.19
H 1.53 4.63 2.09 0.44
H 1.26 2.29 0.45 0.24
C -4.98 2.33 -1.36 -0.71
C -4.84 1.78 -2.77 -0.35
O -3.78 0.83 -2.78 -0.34
H -3.96 2.57 -0.98 0.05
H -5.39 1.53 -0.74 0.23
H -5.56 3.28 -1.32 0.40
H -4.61 2.53 -3.53 0.25
H -5.73 1.38 -3.21 0.40
H -2.92 1.29 -2.66 0.11
C 0.08 -0.79 -1.92 -0.91
C 0.88 0.31 -1.22 -0.29
O 0.12 1.28 -0.57 -0.07
H -0.98 -0.54 -2.01 -0.01
H 0.06 -1.74 -1.38 0.15
H 0.53 -1.08 -2.85 0.46
H 1.48 0.77 -1.96 0.56
H 1.65 -0.07 -0.55 0.19
H -0.38 0.85 0.15 -0.03
C 3.51 -2.99 2.96 -1.32
C 2.65 -2.24 1.94 0.51
O 2.01 -2.95 0.88 -0.62
H 2.89 -3.72 3.55 0.26
H 3.74 -2.23 3.74 0.31
H 4.44 -3.41 2.61 0.32
H 3.27 -1.58 1.44 0.11
H 1.85 -1.77 2.49 0.10
H 1.15 -3.34 1.19 0.31
C -3.14 -4.17 -4.13 -0.98
C -4.00 -3.15 -3.31 -0.38
O -3.08 -2.26 -2.73 -0.24
H -2.35 -4.71 -3.55 0.23
H -2.65 -3.51 -4.83 0.26
H -3.79 -4.88 -4.67 0.33
H -4.52 -3.56 -2.44 0.28
H -4.68 -2.69 -3.99 0.43
H -3.39 -1.36 -2.88 0.18
C -0.77 2.01 -4.85 -1.26
C -0.69 2.90 -3.62 -0.05
O -1.44 2.38 -2.54 -0.45
H -0.22 2.49 -5.60 0.45
H -1.79 1.85 -5.13 0.29
H -0.43 0.92 -4.76 0.19
H -1.13 3.87 -3.92 0.32
H 0.34 2.96 -3.42 0.26
H -0.86 2.30 -1.76 0.16
```

The orbital gap is 9.66 eV. Its HOMO energy is -8.979 eV. Its multiplicity is 1. Its total energy is -1627.455156 Eh.

No. 4
ORCA calculation (ωB97M-V/def2-TZVPD) on a 5-piece molecular cluster, C24H61N3O8 overall in a non-equilibrium geometry.

The geometry in XYZ format:
```
96
Properties=species:S:1:pos:R:3:mulliken_charge:R:1
C -21.00 16.38 20.50 -0.87
O -22.36 16.71 20.68 -0.31
C -23.23 16.14 19.71 -0.63
C -23.16 14.64 19.61 -0.78
N -23.40 13.99 20.88 0.48
C -23.21 12.57 20.97 -1.03
C -24.41 11.71 20.61 -0.47
O -25.26 11.63 21.73 -0.27
C -26.56 11.19 21.42 -0.73
H -20.42 17.10 21.07 0.27
H -20.72 16.53 19.45 0.38
H -20.77 15.35 20.80 0.26
H -22.96 16.55 18.73 0.44
H -24.22 16.50 19.96 0.18
H -22.22 14.25 19.21 0.44
H -23.87 14.33 18.81 0.30
H -24.10 14.42 21.46 0.02
H -22.95 12.35 22.01 0.30
H -22.34 12.24 20.38 0.45
H -24.01 10.70 20.39 0.39
H -24.89 12.07 19.69 0.34
H -26.94 11.74 20.55 0.30
H -27.20 11.38 22.28 0.24
H -26.64 10.11 21.23 0.29
C -23.24 20.13 25.56 -0.80
O -24.55 19.84 25.12 -0.41
C -24.77 19.62 23.74 0.12
C -25.31 20.87 23.05 -0.55
N -24.26 21.88 22.96 -0.19
C -24.70 23.12 22.43 -0.68
C -24.87 23.09 20.92 -0.39
O -25.29 24.35 20.49 -0.31
C -25.22 24.53 19.09 -0.71
H -23.10 19.65 26.53 0.30
H -23.09 21.21 25.63 0.34
H -22.45 19.72 24.93 0.33
H -25.49 18.80 23.71 -0.13
H -23.92 19.34 23.11 0.22
H -26.10 21.27 23.71 0.31
H -25.68 20.58 22.07 0.36
H -23.80 22.05 23.85 0.16
H -24.04 23.96 22.66 0.39
H -25.65 23.51 22.86 0.29
H -25.60 22.32 20.66 0.26
H -23.90 22.80 20.50 0.29
H -24.23 24.22 18.74 0.32
H -25.31 25.59 18.90 0.25
H -26.01 23.99 18.57 0.26
C -20.71 4.40 26.57 -0.72
O -20.59 5.65 27.22 -0.29
C -20.84 6.76 26.36 -0.65
C -21.30 7.90 27.21 -0.49
N -20.25 8.39 28.06 -0.36
C -20.70 9.48 28.93 -0.57
C -21.02 10.74 28.17 -0.57
O -20.80 11.85 29.00 -0.37
C -20.68 13.05 28.29 -0.62
H -21.70 4.33 26.10 0.30
H -20.51 3.63 27.31 0.24
H -19.96 4.28 25.78 0.29
H -21.63 6.47 25.65 0.41
H -19.91 6.98 25.82 0.31
H -22.21 7.60 27.76 0.29
H -21.67 8.71 26.58 0.32
H -19.75 7.66 28.53 0.26
H -19.93 9.69 29.67 0.43
H -21.57 9.12 29.50 0.30
H -22.05 10.73 27.77 0.31
H -20.43 10.78 27.24 0.43
H -20.75 13.89 28.99 0.29
H -21.42 13.15 27.50 0.19
H -19.66 13.16 27.88 0.31
C -23.15 14.85 24.92 -1.63
C -23.22 16.23 24.31 0.98
C -21.89 16.93 24.14 -1.41
O -23.80 16.05 23.01 0.01
H -22.69 14.76 25.91 0.34
H -22.59 14.13 24.31 0.24
H -24.16 14.43 24.97 0.37
H -23.92 16.85 24.87 0.13
H -21.28 16.44 23.38 0.36
H -21.31 16.86 25.07 0.42
H -22.02 17.99 23.96 0.18
H -23.14 16.14 22.30 0.05
C -28.38 17.43 23.27 -1.39
C -27.81 16.23 22.51 0.90
C -28.62 15.93 21.29 -1.52
O -26.51 16.61 22.01 -0.39
H -29.42 17.22 23.54 0.46
H -28.37 18.31 22.63 0.25
H -27.84 17.59 24.20 0.32
H -27.74 15.37 23.17 0.30
H -28.20 15.10 20.71 0.29
H -28.63 16.77 20.59 0.33
H -29.67 15.68 21.50 0.42
H -25.87 16.37 22.70 -0.06
```

The orbital gap is 8.94 eV. Its HOMO energy is -8.329 eV. Its multiplicity is 1. Its total energy is -1717.036977 Eh.

No. 5
ORCA calculation (ωB97M-V/def2-TZVPD) on a 5-piece molecular cluster, C24H61NO19P5 overall in a non-equilibrium geometry.

The geometry in XYZ format:
```
110
Properties=species:S:1:pos:R:3:mulliken_charge:R:1
C -0.59 2.14 -2.46 -0.71
C -1.17 0.98 -1.64 -0.12
O -0.79 0.97 -0.26 -0.25
P 0.75 0.86 0.13 0.69
O 1.33 2.16 0.46 -0.81
C 1.72 0.04 -1.18 -0.95
C 2.77 1.00 -1.77 -1.08
C 3.01 0.75 -3.25 0.20
C 4.27 1.24 -3.95 -0.85
C 3.95 0.67 -5.37 -0.69
C 3.38 -0.66 -5.00 0.53
C 3.33 -1.93 -5.78 -0.69
C 1.86 -2.37 -5.94 -1.10
N 2.90 -0.62 -3.80 0.18
O 0.77 -0.12 1.38 -0.32
C 0.14 -1.40 1.22 0.31
C 1.14 -2.54 1.05 -1.21
H 0.22 1.77 -3.09 -0.28
H -1.35 2.47 -3.15 0.54
H -0.28 2.94 -1.81 0.35
H -2.26 1.11 -1.64 0.22
H -1.01 0.02 -2.14 0.16
H 2.26 -0.79 -0.73 0.76
H 1.07 -0.40 -1.94 0.39
H 2.51 2.04 -1.57 0.49
H 3.71 0.82 -1.25 0.49
H 2.23 1.32 -3.76 -0.08
H 5.24 0.95 -3.56 0.38
H 4.13 2.32 -4.03 0.34
H 3.29 1.34 -5.90 0.33
H 4.88 0.56 -5.94 0.42
H 3.82 -2.68 -5.17 0.32
H 3.81 -1.81 -6.74 0.37
H 1.49 -2.87 -5.05 0.33
H 1.74 -3.03 -6.79 0.36
H 1.20 -1.51 -6.09 0.36
H 2.49 -1.43 -3.36 0.33
H -0.56 -1.43 0.39 0.19
H -0.45 -1.61 2.11 0.08
H 0.95 -3.00 0.07 0.42
H 1.00 -3.33 1.78 0.21
H 2.17 -2.20 1.03 0.26
C 2.87 -3.26 3.98 -1.05
O 4.08 -3.08 3.21 -0.22
P 5.26 -4.08 3.59 1.09
O 4.73 -5.44 3.74 -0.70
O 5.66 -3.42 5.02 -0.41
C 5.47 -2.04 5.34 -0.60
O 6.72 -4.12 2.98 -0.40
C 7.66 -4.97 3.66 -0.63
H 2.28 -2.35 3.87 0.34
H 2.30 -4.10 3.59 0.26
H 3.09 -3.40 5.03 0.66
H 4.60 -1.93 5.98 0.22
H 5.35 -1.43 4.45 0.30
H 6.36 -1.70 5.88 0.28
H 7.42 -6.02 3.48 0.27
H 7.66 -4.76 4.73 0.30
H 8.64 -4.75 3.25 0.23
C -4.46 1.09 -0.13 -0.97
O -5.68 0.67 0.50 -0.40
P -6.92 0.59 -0.50 1.16
O -6.50 -0.03 -1.76 -0.69
O -7.17 2.19 -0.68 -0.38
C -6.85 3.15 0.33 -0.62
O -8.42 0.19 -0.16 -0.38
C -9.38 0.43 -1.20 -0.60
H -3.79 1.42 0.67 0.49
H -4.00 0.27 -0.67 0.36
H -4.64 1.93 -0.80 0.42
H -5.93 3.67 0.06 0.19
H -6.73 2.70 1.31 0.35
H -7.66 3.88 0.37 0.29
H -9.24 -0.29 -2.00 0.27
H -9.31 1.44 -1.58 0.30
H -10.36 0.29 -0.74 0.24
C -1.19 6.67 -6.39 -0.64
O -0.20 6.93 -5.38 -0.42
P -0.60 6.41 -3.87 1.21
O -1.17 5.07 -4.19 -0.62
O -1.68 7.63 -3.70 -0.35
C -1.42 8.98 -4.13 -0.71
O -0.47 6.27 -2.25 -0.40
C -1.67 5.94 -1.54 -0.52
H -0.95 7.33 -7.22 0.25
H -1.13 5.64 -6.72 0.22
H -2.19 6.89 -6.02 0.36
H -1.95 9.17 -5.06 0.24
H -0.36 9.16 -4.27 0.35
H -1.80 9.65 -3.36 0.29
H -1.94 4.90 -1.73 0.14
H -2.49 6.59 -1.82 0.31
H -1.45 6.07 -0.48 0.30
C -0.26 -4.41 8.50 -0.65
O -0.12 -5.28 7.37 -0.47
P -0.46 -4.61 5.91 1.40
O 0.25 -3.31 6.11 -0.71
O -2.07 -4.58 6.20 -0.34
C -2.76 -5.69 6.80 -0.73
O -0.65 -4.45 4.27 -0.43
C -1.31 -3.22 3.94 -0.59
H -0.32 -5.06 9.37 0.24
H 0.61 -3.77 8.58 0.24
H -1.16 -3.80 8.42 0.34
H -2.97 -5.46 7.84 0.24
H -2.19 -6.61 6.75 0.36
H -3.70 -5.82 6.27 0.29
H -0.64 -2.38 4.12 0.25
H -2.23 -3.09 4.51 0.44
H -1.56 -3.26 2.88 0.27
```

As for the total charge: +1. The orbital gap is 7.59 eV. Its HOMO energy is -11.396 eV. Its multiplicity is 1. Its total energy is -4142.001852 Eh.